No. 1
# C3H5BO2

A single C3H5BO2 molecule (wB97M-V/def2-TZVPD, the Open Molecules 2025 dataset).

Computed properties:
energy relative to the best compared isomer or geometry (same formula, charge and spin) = 103.03 kJ/mol
HOMO energy = -9.56 eV
calculated total energy = -292.6596 a.u.
Kohn-Sham gap = 10.2 eV
LUMO = 0.66 eV
F_max = 5.9 eV Å⁻¹
2S+1 = 1
SMILES = OB1C=CCO1

```
11
C3H5BO2 | the Open Molecules 2025 dataset | wB97M-V/def2-TZVPD
B 1.24 0.16 0.25
C -0.27 1.40 0.15
C -1.23 0.50 0.00
C -0.87 -1.00 -0.10
O 0.62 -1.00 0.20
O 2.51 0.34 -0.08
H -0.34 2.42 0.07
H -2.23 0.74 0.13
H -1.34 -1.59 0.64
H -0.99 -1.44 -1.02
H 2.89 -0.52 -0.24
```



No. 2
# C6H15NO

2 unconnected molecules or ions with the total composition C6H15NO (wB97M-V/def2-TZVPD, the Open Molecules 2025 dataset).

Computed properties:
energy relative to the best compared isomer or geometry (same formula, charge and spin) = 259.04 kJ/mol
HOMO energy = -8.26 eV
calculated total energy = -367.5326 a.u.
Kohn-Sham gap = 9.3 eV
LUMO = 1.02 eV
F_max = 2.6 eV Å⁻¹
2S+1 = 1
SMILES = C1CCNC1.COC

```
23
C6H15NO | the Open Molecules 2025 dataset | wB97M-V/def2-TZVPD
N -0.07 0.12 0.06
C -1.22 0.87 -0.45
C 0.38 0.93 1.20
C -2.01 1.18 0.83
C -0.93 1.22 1.94
H 0.66 0.03 -0.65
H -0.93 1.81 -0.95
H -1.79 0.26 -1.18
H 1.12 0.37 1.81
H 0.85 1.88 0.88
H -2.57 2.13 0.74
H -2.75 0.37 1.03
H -1.13 0.43 2.70
H -0.90 2.19 2.47
O 1.52 -0.77 -1.45
C 0.46 -1.52 -2.01
C 2.08 -1.46 -0.34
H 0.06 -0.95 -2.86
H -0.35 -1.69 -1.28
H 0.81 -2.50 -2.38
H 1.33 -1.62 0.45
H 2.49 -2.44 -0.64
H 2.90 -0.84 0.06
```



No. 3
# C4H6S4

A molecular structure, C4H6S4 (wB97M-V/def2-TZVPD, the Open Molecules 2025 dataset).

Computed properties:
energy relative to the best compared isomer or geometry (same formula, charge and spin) = 470.35 kJ/mol
HOMO energy = -8.93 eV
calculated total energy = -1748.5685 a.u.
Kohn-Sham gap = 7.7 eV
LUMO = -1.22 eV
F_max = 5.2 eV Å⁻¹
2S+1 = 1

```
14
C4H6S4 | the Open Molecules 2025 dataset | wB97M-V/def2-TZVPD
C 0.30 -1.36 -0.61
C -0.21 -0.05 0.29
C -0.14 1.11 -0.60
C -1.62 -0.74 0.46
H 2.59 -0.49 -1.45
H 0.12 -2.09 0.09
H 0.04 -1.29 -1.72
H 1.54 1.33 1.57
H -0.42 0.73 -1.72
H -1.58 -1.55 1.42
S 2.07 -1.59 -0.62
S 0.42 -0.01 1.85
S 0.88 2.45 -0.45
S -2.90 -0.25 -0.49
```



No. 4
# C2H9NS

2 unconnected molecules or ions with the total composition C2H9NS (wB97M-V/def2-TZVPD, the Open Molecules 2025 dataset).

Computed properties:
energy relative to the best compared isomer or geometry (same formula, charge and spin) = 77.01 kJ/mol
HOMO energy = -8.72 eV
calculated total energy = -534.5003 a.u.
Kohn-Sham gap = 9.6 eV
LUMO = 0.91 eV
F_max = 2.2 eV Å⁻¹
2S+1 = 1
SMILES = CSC.N

```
13
C2H9NS | the Open Molecules 2025 dataset | wB97M-V/def2-TZVPD
N 0.50 -0.31 -2.75
H -0.38 -0.37 -3.21
H 0.34 0.25 -1.89
H 0.81 0.50 -3.25
C -1.44 -0.30 0.76
S -0.07 1.03 0.52
C 1.15 0.30 1.71
H -2.20 -0.18 -0.02
H -0.92 -1.17 0.44
H -1.80 -0.34 1.78
H 2.12 0.83 1.79
H 1.41 -0.72 1.55
H 0.49 0.47 2.57
```



No. 5
# C39H73Br3ClFN3O20P2

5 unconnected molecules or ions with the total composition C39H73Br3ClFN3O20P2 (wB97M-V/def2-TZVPD, the Open Molecules 2025 dataset).

Computed properties:
charge = +1
energy relative to the best compared isomer or geometry (same formula, charge and spin) = 0.00 kJ/mol
HOMO energy = -11.05 eV
calculated total energy = -12163.3372 a.u.
Kohn-Sham gap = 8.7 eV
LUMO = -2.39 eV
F_max = 2.3 eV Å⁻¹
2S+1 = 1

```
142
C39H73Br3ClFN3O20P2 | the Open Molecules 2025 dataset | wB97M-V/def2-TZVPD
C 2.70 -5.66 2.67
O 1.43 -5.29 2.17
C 1.34 -5.61 0.79
C -0.09 -5.51 0.28
C -0.22 -6.25 -1.07
N -1.41 -6.98 -1.15
O 0.94 -7.09 -1.26
C 0.83 -8.48 -1.05
C 0.54 -8.96 0.37
C -0.61 -9.97 0.44
O 1.75 -9.50 0.90
C 0.03 -5.21 -2.19
C 0.09 -6.02 -3.52
C 1.49 -6.36 -4.10
C 2.65 -5.52 -3.64
O 3.09 -5.49 -2.52
O 3.21 -4.70 -4.56
C -0.79 -3.84 -2.17
C -2.22 -4.29 -2.55
C -3.49 -3.48 -2.74
O -3.66 -2.64 -3.54
Cl -4.92 -4.04 -1.83
P -0.12 -3.21 -3.99
O 1.36 -2.61 -3.87
Br -1.05 -1.36 -4.74
N -0.54 -3.07 -0.78
C 0.93 -2.49 -0.74
Br 1.93 -2.48 0.95
C 1.12 -1.08 -1.36
C 0.96 0.16 -0.49
Br 3.05 -1.08 -1.87
N -1.49 -2.02 -0.48
C -1.39 -1.35 0.82
C -2.19 -1.08 -1.35
C -3.65 -0.92 -1.00
O -1.64 -0.25 -2.02
C -0.84 -4.17 0.34
F -0.46 -3.67 1.58
P -2.75 -4.25 0.74
C -3.44 -5.93 0.69
C -2.87 -3.96 2.54
H 2.81 -5.19 3.64
H 2.78 -6.74 2.81
H 3.50 -5.31 2.02
H 2.05 -5.03 0.19
H 1.70 -6.63 0.71
H -0.66 -6.12 0.99
H -1.75 -7.43 -0.32
H -1.68 -7.42 -2.01
H 1.83 -8.85 -1.26
H 0.21 -9.00 -1.78
H 0.24 -8.12 1.00
H -0.42 -10.74 1.19
H -1.52 -9.47 0.78
H -0.86 -10.43 -0.52
H 1.55 -9.83 1.78
H 1.06 -4.95 -1.98
H -0.34 -6.99 -3.31
H -0.55 -5.74 -4.34
H 1.75 -7.39 -3.90
H 1.45 -6.31 -5.19
H 2.94 -4.95 -5.45
H -2.53 -5.16 -1.97
H -2.12 -4.69 -3.56
H 2.04 -3.20 -3.51
H 1.56 -3.16 -1.31
H 0.58 -0.95 -2.29
H 0.11 0.74 -0.84
H 1.80 0.84 -0.57
H 0.81 -0.02 0.57
H -2.24 -1.58 1.47
H -1.41 -0.27 0.74
H -0.50 -1.55 1.40
H -3.99 -1.73 -0.36
H -4.23 -0.82 -1.90
H -3.70 -0.01 -0.41
H -3.66 -6.32 -0.30
H -4.39 -5.86 1.22
H -2.85 -6.66 1.25
H -2.36 -4.76 3.08
H -2.42 -3.03 2.86
H -3.93 -4.04 2.78
C -0.78 4.84 4.94
C -1.83 4.13 4.12
O -1.36 2.86 3.63
C -1.40 1.86 4.51
O -1.80 1.91 5.64
O -0.90 0.77 3.91
C -0.83 -0.37 4.77
H 0.15 4.93 4.37
H -1.12 5.84 5.21
H -0.56 4.29 5.85
H -2.08 4.70 3.23
H -2.75 3.99 4.69
H -1.79 -0.57 5.25
H -0.06 -0.23 5.53
H -0.56 -1.22 4.15
C 9.77 1.95 -2.60
C 9.42 1.89 -1.13
O 8.13 1.30 -0.92
C 8.10 -0.03 -0.95
O 9.04 -0.76 -1.13
O 6.84 -0.42 -0.76
C 6.65 -1.84 -0.82
H 8.99 2.44 -3.17
H 10.71 2.49 -2.75
H 9.89 0.94 -3.01
H 9.34 2.90 -0.72
H 10.18 1.36 -0.56
H 7.34 -2.35 -0.15
H 6.79 -2.19 -1.84
H 5.63 -2.02 -0.51
C -0.91 11.54 4.86
C -2.17 10.76 5.14
O -2.94 10.55 3.95
C -2.52 9.56 3.17
O -1.59 8.83 3.37
O -3.32 9.52 2.10
C -2.95 8.55 1.12
H -1.15 12.47 4.35
H -0.39 11.78 5.79
H -0.23 10.98 4.22
H -2.82 11.32 5.81
H -1.95 9.80 5.62
H -2.85 7.56 1.57
H -2.03 8.84 0.62
H -3.76 8.53 0.39
C -3.16 13.65 -4.63
C -2.98 12.17 -4.36
O -2.46 11.93 -3.04
C -3.37 11.99 -2.06
O -4.55 12.19 -2.20
O -2.74 11.77 -0.91
C -3.58 11.84 0.25
H -2.23 14.19 -4.44
H -3.45 13.81 -5.67
H -3.92 14.07 -3.98
H -2.23 11.75 -5.04
H -3.91 11.63 -4.50
H -4.45 11.20 0.14
H -3.90 12.87 0.41
H -2.98 11.52 1.09
```



No. 6
# C2H7N5O

A single C2H7N5O molecule (wB97M-V/def2-TZVPD, the Open Molecules 2025 dataset).

Computed properties:
energy relative to the best compared isomer or geometry (same formula, charge and spin) = 382.79 kJ/mol
HOMO energy = -9.49 eV
calculated total energy = -429.2777 a.u.
Kohn-Sham gap = 9.9 eV
LUMO = 0.44 eV
F_max = 3.9 eV Å⁻¹
2S+1 = 1
SMILES = [H]/N=C\N(O)/C(=N\[H])NN

```
15
C2H7N5O | the Open Molecules 2025 dataset | wB97M-V/def2-TZVPD
C 0.66 0.02 -0.02
C -1.26 -1.01 -1.07
H 2.39 2.07 1.40
H 2.02 1.87 -0.47
H -0.31 1.54 0.96
H 1.35 -1.44 -1.12
H -0.71 -0.95 2.00
H -0.78 -0.78 -2.04
H -3.00 -1.50 -0.31
N 1.63 2.18 0.56
N 0.69 1.11 0.91
N 1.57 -0.38 -0.86
N -0.49 -0.80 0.11
N -2.47 -1.37 -1.29
O -1.28 -0.57 1.24
```



> Look up the Kohn-Sham gap of the sixth one.

9.9 eV